Molecular formula: C42H116AlF2N11O15S2
Method: DFT, ωB97M-V with the def2-TZVPD basis set

Structure (XYZ):
```
189
Properties=species:S:1:pos:R:3:mulliken_charge:R:1
Al 1.75 -2.78 -2.99 1.25
N 0.20 -0.99 -1.39 -0.23
S 0.41 -0.47 0.02 -0.42
O -0.56 -0.97 0.99 -0.81
O 1.03 0.82 0.28 0.24
F 1.60 -1.48 0.24 -0.31
S -0.82 0.39 -1.72 0.52
O -0.13 1.66 -1.98 -0.90
O -2.12 0.45 -1.07 -0.41
F -1.28 -0.06 -3.21 0.06
C 6.21 -2.40 -0.24 -1.50
C 5.14 -2.04 -1.26 1.57
C 5.63 -2.17 -2.74 -1.37
O 4.54 -2.07 -3.70 0.06
C 5.10 -1.97 -5.00 -0.99
N 3.97 -2.82 -0.97 0.00
H 6.11 -1.90 0.72 0.29
H 7.17 -2.12 -0.67 0.49
H 6.23 -3.48 -0.06 0.41
H 4.89 -1.00 -1.04 -0.73
H 6.26 -3.02 -3.01 0.51
H 6.24 -1.28 -2.79 0.48
H 5.55 -2.87 -5.42 0.31
H 5.78 -1.13 -5.10 0.34
H 4.28 -1.63 -5.63 0.31
H 4.43 -3.72 -0.89 0.36
H 3.69 -2.77 0.00 -0.02
C -3.24 -3.33 -2.09 -1.51
C -2.33 -3.97 -1.00 1.92
C -2.43 -5.49 -1.08 -1.79
O -1.39 -6.05 -0.26 -0.34
C -1.83 -6.24 1.09 -0.73
N -0.99 -3.57 -1.33 1.25
H -4.27 -3.58 -1.84 0.53
H -3.04 -3.79 -3.05 -0.04
H -3.14 -2.25 -2.18 0.21
H -2.56 -3.65 0.01 -0.12
H -2.22 -5.88 -2.08 0.29
H -3.44 -5.88 -0.96 0.56
H -1.06 -6.45 1.83 0.31
H -2.54 -7.06 1.10 0.42
H -2.43 -5.43 1.51 0.21
H -0.44 -4.13 -0.69 0.47
H -0.78 -2.62 -1.05 -0.89
C 3.30 2.34 -3.93 -1.76
C 3.59 1.40 -2.77 0.30
C 3.38 2.07 -1.44 0.95
O 4.32 3.12 -1.10 -0.40
C 5.70 2.78 -1.19 -0.77
N 2.71 0.25 -2.79 0.62
H 3.43 1.87 -4.91 0.47
H 3.99 3.18 -3.88 0.47
H 2.28 2.72 -3.97 0.11
H 4.60 0.99 -2.82 0.42
H 3.50 1.31 -0.66 -0.32
H 2.36 2.43 -1.32 -0.21
H 5.92 1.93 -0.54 0.25
H 6.27 3.56 -0.69 0.34
H 6.07 2.68 -2.21 0.28
H 1.82 0.67 -2.60 -0.86
H 2.65 0.03 -3.78 0.29
C -3.60 4.58 4.17 -1.10
C -4.97 4.39 3.55 0.62
C -5.02 3.20 2.52 -0.66
O -4.41 3.56 1.25 -0.33
C -4.15 2.47 0.37 0.13
N -5.88 4.06 4.62 -0.63
H -3.57 5.41 4.87 0.50
H -2.83 4.79 3.42 -0.13
H -3.18 3.74 4.73 0.29
H -5.13 5.34 3.05 0.21
H -6.06 2.88 2.39 0.45
H -4.52 2.35 2.99 0.26
H -3.55 1.74 0.92 -0.06
H -3.57 2.84 -0.47 -0.42
H -5.09 2.14 -0.06 0.52
H -5.92 4.82 5.28 0.26
H -6.85 3.86 4.42 0.24
C 0.99 6.18 -3.82 -1.39
C 1.05 6.21 -2.31 0.23
C -0.06 5.49 -1.60 0.03
O -0.01 5.57 -0.20 -0.41
C -1.00 4.79 0.43 0.26
N 2.35 5.56 -1.84 -0.52
H 1.89 6.66 -4.21 0.37
H 0.13 6.74 -4.18 0.45
H 1.03 5.14 -4.14 0.18
H 0.95 7.21 -1.89 0.40
H -0.03 4.45 -1.93 -0.38
H -1.05 5.86 -1.88 0.70
H -2.00 5.02 0.06 0.56
H -0.92 4.87 1.52 -0.51
H -0.85 3.72 0.31 -0.12
H 2.32 4.66 -2.29 -0.01
H 2.14 5.48 -0.86 0.37
C 3.10 -0.59 2.81 0.05
C 3.67 -1.90 3.30 -0.32
C 2.88 -2.49 4.53 -0.44
O 3.48 -3.67 4.95 -0.35
C 2.65 -4.24 5.97 -0.56
N 3.54 -2.82 2.14 -0.14
H 3.49 -0.39 1.81 -0.18
H 3.21 0.25 3.50 0.56
H 2.03 -0.78 2.71 -0.59
H 4.68 -1.66 3.63 0.51
H 1.83 -2.59 4.25 -0.08
H 2.91 -1.71 5.29 0.48
H 1.60 -4.27 5.69 0.08
H 2.77 -3.72 6.92 0.34
H 3.05 -5.22 6.23 0.30
H 2.58 -3.15 2.10 -0.04
H 4.09 -3.61 2.45 0.29
C -3.61 -2.64 3.87 -1.58
C -2.12 -2.98 3.77 1.16
C -1.76 -4.18 4.64 -0.92
O -1.86 -3.77 5.96 -0.33
C -1.90 -4.94 6.75 -0.79
N -1.63 -3.24 2.34 0.57
H -3.81 -1.68 3.38 0.30
H -3.95 -2.42 4.88 0.44
H -4.31 -3.38 3.49 0.31
H -1.46 -2.19 4.11 -0.09
H -0.79 -4.61 4.37 0.35
H -2.43 -4.94 4.24 0.41
H -2.30 -4.68 7.73 0.31
H -0.95 -5.49 6.80 0.26
H -2.67 -5.61 6.38 0.36
H -0.69 -3.61 2.35 0.18
H -1.47 -2.34 1.91 -0.22
C -0.09 6.71 4.13 -1.68
C 0.27 5.19 4.13 1.43
C 1.43 4.89 3.15 -1.11
O 1.55 3.48 2.82 -0.33
C 2.61 3.21 1.88 0.06
N 0.64 4.91 5.48 -0.53
H -1.01 6.96 4.67 0.39
H -0.21 7.16 3.14 0.29
H 0.64 7.38 4.57 0.44
H -0.51 4.47 3.90 -0.45
H 2.33 5.29 3.61 0.57
H 1.26 5.47 2.24 0.38
H 3.49 3.82 2.10 0.53
H 2.33 3.55 0.89 -0.13
H 2.83 2.15 1.79 -0.38
H -0.15 5.05 6.09 0.31
H 0.89 3.93 5.60 0.33
C -0.93 -7.34 -4.41 -1.37
C -0.15 -6.01 -4.48 0.02
C -1.11 -4.91 -5.10 -0.71
O -0.53 -3.62 -5.02 -0.18
C -1.40 -2.55 -5.28 -0.67
N 0.26 -5.57 -3.12 -0.03
H -1.80 -7.27 -3.75 0.32
H -0.25 -8.14 -4.11 0.41
H -1.27 -7.65 -5.40 0.43
H 0.69 -6.24 -5.13 0.40
H -2.00 -4.90 -4.48 0.24
H -1.32 -5.12 -6.15 0.51
H -1.98 -2.73 -6.18 0.46
H -0.75 -1.68 -5.44 0.20
H -2.05 -2.32 -4.43 0.13
H -0.55 -5.65 -2.51 -0.20
H 0.73 -6.41 -2.82 0.26
C -4.58 -0.07 -4.61 -1.09
C -3.78 0.99 -5.45 -0.06
C -3.70 2.40 -4.73 -0.90
O -2.90 2.30 -3.52 0.11
C -2.56 3.53 -2.98 -0.64
N -2.51 0.34 -5.63 -0.30
H -5.58 0.33 -4.45 0.50
H -4.07 -0.25 -3.66 -0.06
H -4.64 -0.96 -5.23 0.35
H -4.25 1.10 -6.43 0.63
H -4.72 2.74 -4.52 0.39
H -3.33 3.07 -5.50 0.44
H -2.21 4.11 -3.83 0.48
H -1.84 3.39 -2.17 -0.28
H -3.43 4.03 -2.56 0.34
H -2.00 0.61 -4.80 -0.06
H -2.15 0.88 -6.40 0.29
C -1.40 1.63 2.86 0.04
C -0.56 1.04 3.94 0.17
O 0.14 2.05 4.59 -0.49
H -0.87 2.21 2.11 -0.23
H -2.26 2.19 3.23 0.00
H -1.85 0.82 2.30 0.27
H 0.14 0.37 3.44 -0.57
H -1.14 0.42 4.63 0.37
H 0.62 2.51 3.89 0.55
```

- HOMO level: -12.440 eV
- LUMO energy: -0.4054 Ha
- Frontier orbital gap: 1.4 eV
- ΔE to the lowest compared entry with this formula, charge and spin: 0.0 kcal/mol
- Total charge: +2